No. 1
Below is a cluster of 2 separate species, C6H15NO in total in a non-equilibrium geometry, with properties calculated with the ωB97M-V functional and the def2-TZVPD basis.

Last column: natural (NBO) charge in e.
Atoms and positions in Å:
C (-0.469, -0.221, -0.897)  -0.24
H (2.716, 0.283, 2.300)  0.25
H (-1.161, 1.265, 2.495)  0.41
C (-1.970, 0.108, -0.955)  -0.63
H (-2.654, -0.738, -0.951)  0.21
H (-2.374, 0.853, -1.657)  0.22
H (-0.833, -1.595, -2.519)  0.20
H (1.459, 0.424, -1.756)  0.21
H (0.307, 0.673, -2.686)  0.22
N (-0.245, 1.061, 2.167)  -0.83
O (0.466, -0.444, 3.615)  -0.61
H (1.779, 0.502, 0.804)  0.21
C (0.423, 0.773, -1.643)  -0.62
C (0.651, 0.094, 2.531)  0.66
H (-2.290, 0.583, -0.013)  0.20
H (-0.114, -0.204, 0.108)  0.20
H (0.032, 1.649, 1.388)  0.37
H (0.766, -1.831, -1.724)  0.21
H (-0.836, -2.335, -0.982)  0.21
H (2.341, -1.038, 1.453)  0.26
C (1.874, -0.081, 1.727)  -0.73
H (0.413, 1.797, -1.245)  0.20
C (-0.282, -1.577, -1.558)  -0.60

Computed properties:
Calculated total energy   -367.5793 Eh
SMILES string   CC(N)=O.CC(C)C
2S+1   1
HOMO   -0.3555 Eh
HOMO-LUMO gap   10.38 eV
Relative energy (zero: lowest compared OMol25 entry of this formula, charge and spin)   1.416 eV
Largest force on an atom   0.069 Eh/bohr



No. 2
Below is a cluster of 2 separate species, C6H15NO in total in a non-equilibrium geometry, with properties calculated with the ωB97M-V functional and the def2-TZVPD basis.

Last column: natural (NBO) charge in e.
Atoms and positions in Å:
C (1.324, -0.205, 0.981)  0.06
H (-0.800, 1.460, 1.575)  0.22
H (3.311, -0.511, 0.322)  0.20
C (1.829, 0.713, 2.209)  -0.67
H (-2.090, 0.449, -2.290)  0.37
H (-0.404, -1.094, 1.964)  0.22
H (1.356, 0.281, 3.108)  0.22
H (-2.094, 0.279, 1.238)  0.20
H (2.976, 0.637, 2.363)  0.21
O (-0.967, -1.649, -3.520)  -0.94
H (-0.391, -1.390, 0.422)  0.22
H (-0.106, 1.038, -0.920)  0.18
H (1.892, -1.234, -0.703)  0.18
C (2.310, -0.618, 0.145)  -0.42
H (-0.231, -2.148, -2.909)  0.47
H (-2.723, -0.264, -0.934)  0.35
H (-0.538, -1.541, -4.351)  0.47
C (-1.213, 1.146, -0.517)  -0.24
N (-2.351, 0.594, -1.368)  -0.84
H (-1.493, 2.258, -0.386)  0.19
C (-1.062, 0.611, 0.812)  -0.41
H (1.586, 1.727, 1.782)  0.23
C (-0.121, -0.538, 0.976)  -0.48

Computed properties:
Calculated total energy   -367.4998 Eh
SMILES string   C=C(C)CCCN.O
2S+1   1
HOMO   -0.3278 Eh
HOMO-LUMO gap   9.47 eV
Relative energy (zero: lowest compared OMol25 entry of this formula, charge and spin)   3.578 eV
Largest force on an atom   0.112 Eh/bohr



No. 3
Below is the ion C6H15NO with charge +1 in a non-equilibrium geometry, with properties calculated with the ωB97M-V functional and the def2-TZVPD basis.

Last column: Löwdin spin population.
Atoms and positions in Å:
H (2.856, -2.344, 1.037)  0.00
C (-0.050, -0.487, 1.116)  0.04
C (-0.581, 0.786, 0.406)  0.09
H (3.310, 0.360, 1.178)  0.00
H (-1.186, 1.364, 1.114)  0.04
H (1.900, -2.099, 2.480)  0.00
O (-2.397, 0.754, -2.799)  0.03
C (1.442, -0.699, 0.907)  0.01
C (-1.235, 0.864, -2.020)  0.08
H (-0.871, 1.894, -2.008)  0.01
C (1.872, -2.079, 1.391)  0.01
H (-0.271, -0.416, 2.185)  0.00
H (-0.618, -1.382, 0.852)  0.00
H (1.687, -0.639, -0.151)  0.00
H (-1.925, -0.494, -0.633)  0.01
H (-3.154, 1.129, -2.333)  0.00
H (1.133, -2.844, 1.147)  0.00
N (-1.474, 0.431, -0.668)  0.64
H (1.857, 1.388, 1.345)  0.00
H (0.237, 1.353, -0.028)  0.01
C (2.292, 0.413, 1.554)  0.00
H (2.259, 0.267, 2.638)  0.00
H (-0.496, 0.201, -2.487)  0.04

Computed properties:
Calculated total energy   -367.2746 Eh
2S+1   2
HOMO (alpha / beta)   -0.5524 / -0.5524 Eh
Expectation value of S²   0.754
HOMO-LUMO gap (alpha / beta)   12.01 / 7.04 eV
Charge   +1
Relative energy (zero: lowest compared OMol25 entry of this formula, charge and spin)   1.188 eV
Largest force on an atom   0.032 Eh/bohr



No. 4
Below is a cluster of 2 separate species, C6H15NO in total in a non-equilibrium geometry, with properties calculated with the ωB97M-V functional and the def2-TZVPD basis.

Last column: Löwdin spin population.
Atoms and positions in Å:
H (-1.297, -3.254, 0.311)  0.02
H (1.456, -0.048, 1.043)  0.00
H (1.860, -0.090, -2.880)  0.00
H (-1.926, -1.055, 3.017)  0.00
C (1.243, -0.285, -0.065)  0.03
C (1.935, 0.802, -2.234)  0.08
C (-0.475, -1.448, 1.283)  0.10
C (1.624, 0.896, -0.994)  0.05
H (-1.197, 3.383, -2.109)  0.00
N (-1.401, -2.628, 1.118)  0.56
H (-1.972, 0.172, 1.798)  0.00
H (-2.317, -2.257, 0.851)  0.01
H (1.710, 1.799, -0.414)  0.00
H (-0.908, 0.250, -0.378)  0.00
C (-1.284, -0.531, 2.271)  0.01
H (-0.592, 0.100, 2.767)  0.00
H (-0.388, -1.490, -0.841)  0.00
H (-0.432, 3.976, -1.009)  0.00
C (-0.222, -0.711, -0.129)  0.13
H (2.058, -1.074, -0.272)  0.00
O (-0.228, 3.511, -1.819)  0.00
H (2.169, 1.671, -3.019)  0.00
H (0.587, -1.690, 1.705)  0.01

Computed properties:
Calculated total energy   -367.1758 Eh
2S+1   2
HOMO (alpha / beta)   -0.5034 / -0.4887 Eh
Expectation value of S²   0.758
HOMO-LUMO gap (alpha / beta)   10.74 / 4.44 eV
Charge   +1
Relative energy (zero: lowest compared OMol25 entry of this formula, charge and spin)   3.877 eV
Largest force on an atom   0.122 Eh/bohr



No. 5
Below is a cluster of 2 separate species, C6H15NO in total in a non-equilibrium geometry, with properties calculated with the ωB97M-V functional and the def2-TZVPD basis.

Last column: Löwdin spin population.
Atoms and positions in Å:
H (3.348, 1.819, -1.743)  0.00
H (2.688, 1.323, -0.272)  0.00
H (-1.786, 1.407, 2.087)  0.00
H (1.515, 1.839, -1.242)  0.00
H (2.466, 0.108, -3.129)  0.00
H (0.563, -0.786, -1.852)  0.00
C (-1.754, 1.551, 0.040)  0.00
H (0.530, -1.091, 1.371)  0.00
O (-2.592, -0.910, 1.394)  0.76
H (-0.060, 1.092, 1.439)  0.01
C (1.587, -1.149, -1.700)  0.00
C (2.460, 1.300, -1.351)  0.00
H (1.759, -1.995, -2.368)  0.00
C (-1.129, 0.968, 1.327)  0.08
C (-1.422, -0.521, 1.452)  0.10
H (-0.637, -2.384, 1.578)  0.00
H (3.591, -0.481, -1.814)  0.00
H (-2.834, 1.570, 0.162)  0.00
H (-1.474, 0.975, -0.839)  0.00
H (-1.431, 2.587, -0.007)  0.00
C (2.624, -0.043, -2.062)  0.00
H (1.642, -1.564, -0.694)  0.00
N (-0.424, -1.406, 1.410)  0.03

Computed properties:
Calculated total energy   -367.2504 Eh
2S+1   2
HOMO (alpha / beta)   -0.5223 / -0.5223 Eh
Expectation value of S²   0.755
HOMO-LUMO gap (alpha / beta)   10.05 / 5.08 eV
Charge   +1
Relative energy (zero: lowest compared OMol25 entry of this formula, charge and spin)   1.848 eV
Largest force on an atom   0.059 Eh/bohr



No. 6
Below is a cluster of 2 separate species, C6H15NO2 in total in a non-equilibrium geometry, with properties calculated with the ωB97M-V functional and the def2-TZVPD basis.

Last column: natural (NBO) charge in e.
Atoms and positions in Å:
C (-0.373, 2.814, -0.396)  -0.41
C (2.070, -0.247, -0.445)  -0.73
H (1.574, 0.534, -1.023)  0.25
H (-0.441, -3.450, 0.724)  0.24
N (-0.423, 3.123, -1.813)  -0.83
C (-1.318, -0.937, -0.149)  -0.63
H (2.975, -0.558, -0.975)  0.24
C (-0.064, -1.293, 0.657)  0.13
C (-0.246, -2.616, 1.408)  -0.62
C (1.149, -1.431, -0.292)  0.60
O (0.152, -0.269, 1.629)  -0.73
H (2.372, 0.134, 0.533)  0.24
H (-1.075, -2.555, 2.122)  0.20
H (-1.091, -0.759, -1.206)  0.22
O (1.325, -2.448, -0.970)  -0.55
H (-1.807, -0.035, 0.238)  0.22
H (0.479, 3.311, 0.073)  0.19
H (0.653, -2.857, 1.987)  0.22
H (-1.292, 3.132, 0.104)  0.16
H (-2.061, -1.742, -0.119)  0.22
H (-0.259, 1.739, -0.256)  0.19
H (-0.565, 4.125, -1.935)  0.35
H (-1.232, 2.669, -2.234)  0.35
H (-0.504, -0.384, 2.339)  0.47

Computed properties:
Calculated total energy   -442.8236 Eh
SMILES string   CC(=O)C(C)(C)O.CN
2S+1   1
HOMO   -0.3435 Eh
HOMO-LUMO gap   10.07 eV
Relative energy (zero: lowest compared OMol25 entry of this formula, charge and spin)   1.567 eV
Largest force on an atom   0.044 Eh/bohr